No. 1
Density functional theory data (ωB97M-V/def2-TZVPD) for a single C4H4ClF molecule in a non-equilibrium geometry.

Its gap between HOMO and LUMO is 0.36834 Eh. The energy above the lowest of the compared OMol25 structures with the same formula, charge and spin comes out at 18.0 kcal per mole. As for the HOMO energy: -0.346 Eh. The calculation puts the molar mass at 106.53 g/mol. The LUMO energy is 0.0225 Eh.

Each line ends with the Mulliken charge.
CARTESIAN COORDINATES (ANGSTROEM)
C -0.88 -1.63 0.07  -0.66
C -0.65 -0.31 -0.04  0.51
F -1.75 0.41 -0.16  -0.25
C 0.72 0.38 0.08  0.15
C 0.85 1.65 0.05  -0.47
Cl 2.07 -0.69 -0.12  -0.19
H -1.95 -2.05 -0.22  0.21
H -0.12 -2.37 0.39  0.24
H 1.78 2.35 0.09  0.26
H -0.08 2.25 -0.14  0.21

***

No. 2
Density functional theory data (ωB97M-V/def2-TZVPD) for a molecular structure, C36H58BrN3O2SSbSi3Ta in a non-equilibrium geometry.

Its gap between HOMO and LUMO (spin up / spin down) is 0.15403 / 0.15382 Eh. The energy above the lowest of the compared OMol25 structures with the same formula, charge and spin comes out at 0.0 kcal per mole. As for the HOMO energy (spin up / spin down): -0.443 / -0.443 Eh. The calculation puts the molar mass at 1063.82 g/mol. The LUMO energy (spin up / spin down) is -0.2892 / -0.2895 Eh. The charge is +2.

Each line ends with the Mulliken charge.
CARTESIAN COORDINATES (ANGSTROEM)
Ta 16.93 11.34 6.70  1.71
C 8.97 12.93 7.57  -1.64
C 9.51 11.51 7.42  1.61
C 9.13 10.83 8.76  -1.65
C 8.80 10.76 6.24  -1.54
C 11.01 11.57 7.23  -0.38
C 11.85 10.62 7.74  -0.90
C 13.28 10.60 7.40  1.72
Br 16.63 8.69 6.32  -0.39
C 13.80 11.90 6.80  -0.18
O 15.11 11.86 6.48  -0.42
C 12.97 12.97 6.56  -0.11
C 11.59 12.68 6.57  -1.11
C 13.42 14.39 6.19  2.03
C 13.67 14.57 4.66  -1.54
C 14.76 14.81 6.85  -2.39
C 12.35 15.41 6.67  -1.79
H 7.87 12.90 7.76  0.44
H 9.08 13.62 6.69  0.39
H 9.48 13.42 8.41  0.40
H 8.05 11.06 9.13  0.35
H 9.84 11.12 9.56  0.41
H 9.17 9.74 8.66  0.39
H 7.75 10.68 6.44  0.45
H 9.31 9.79 6.14  0.37
H 8.93 11.32 5.28  0.33
H 11.44 9.78 8.31  0.50
H 10.89 13.35 6.10  1.06
H 14.45 13.82 4.31  0.23
H 14.20 15.55 4.44  0.41
H 12.76 14.47 4.03  0.37
H 15.57 14.12 6.68  0.77
H 14.54 14.94 7.94  0.35
H 15.08 15.82 6.52  0.54
H 11.33 15.31 6.27  0.43
H 12.59 16.46 6.46  0.42
H 12.23 15.39 7.78  0.39
C 18.61 8.61 10.77  -0.82
Sb 18.76 9.69 8.79  0.48
C 16.90 11.46 8.80  1.50
C 17.67 12.45 9.55  -1.30
C 17.88 13.78 8.99  -0.79
C 18.62 14.70 9.72  -0.73
C 19.16 14.34 10.97  -0.73
C 18.98 12.97 11.38  -0.75
N 18.19 12.12 10.74  0.09
Si 15.25 11.18 9.57  -0.11
C 14.09 10.08 8.52  -1.26
C 14.48 12.93 9.85  -0.87
C 15.34 10.43 11.31  -1.34
C 21.06 9.25 8.22  1.89
C 21.39 10.45 7.43  -1.66
C 22.47 10.50 6.50  -0.42
C 22.62 11.55 5.61  -0.73
C 21.80 12.66 5.71  -0.84
C 20.81 12.64 6.70  -1.15
N 20.65 11.59 7.54  0.59
Si 20.84 7.57 7.32  0.63
C 22.51 6.72 7.27  -0.95
C 20.21 7.94 5.57  -0.90
C 19.65 6.41 8.16  -1.00
Si 22.08 9.31 9.89  0.68
C 23.86 9.50 9.37  -1.32
C 21.55 10.80 10.93  -1.03
C 22.03 7.73 10.95  -1.22
H 18.09 7.64 10.63  0.48
H 17.90 9.25 11.25  0.28
H 19.51 8.53 11.34  0.13
H 17.43 14.02 7.99  0.55
H 18.75 15.70 9.35  0.51
H 19.66 15.01 11.70  0.43
H 19.50 12.64 12.26  0.54
H 13.39 9.92 6.51  0.50
H 13.44 9.59 9.26  0.80
H 14.81 9.28 8.20  0.19
H 15.13 13.71 9.37  -0.24
H 14.50 13.16 10.95  0.62
H 13.48 12.95 9.40  0.35
H 15.52 9.34 11.22  0.35
H 14.33 10.61 11.76  0.43
H 16.13 10.91 11.92  0.33
H 23.09 9.63 6.53  0.45
H 23.47 11.51 4.91  0.48
H 21.97 13.53 5.06  0.49
H 20.18 13.48 6.89  0.86
H 23.17 7.32 6.61  0.30
H 22.42 5.74 6.82  0.50
H 23.04 6.63 8.24  0.25
H 20.45 7.10 4.89  0.44
H 20.67 8.86 5.29  0.26
H 19.15 8.15 5.46  0.13
H 19.56 6.48 9.25  0.27
H 19.97 5.35 7.95  0.41
H 18.67 6.63 7.72  0.27
H 24.02 10.49 8.89  0.33
H 24.16 8.74 8.61  0.28
H 24.58 9.41 10.21  0.46
H 21.22 11.70 10.34  0.19
H 22.49 11.06 11.45  0.60
H 20.80 10.50 11.69  0.26
H 21.61 6.91 10.41  0.36
H 21.44 7.86 11.89  0.39
H 23.13 7.58 11.16  0.43
O 18.41 10.94 5.05  -0.56
S 18.56 12.54 4.96  0.23
N 17.54 13.05 5.99  -0.29

***

No. 3
Density functional theory data (ωB97M-V/def2-TZVPD) for a single C21H18N4O3 molecule in a non-equilibrium geometry.

Its gap between HOMO and LUMO is 0.24233 Eh. The energy above the lowest of the compared OMol25 structures with the same formula, charge and spin comes out at 559.9 kcal per mole. As for the HOMO energy: -0.278 Eh. The calculation puts the molar mass at 374.40 g/mol. The LUMO energy is -0.0357 Eh.

Each line ends with the Mulliken charge.
CARTESIAN COORDINATES (ANGSTROEM)
O 5.56 -2.96 0.48  -0.69
C 4.36 -2.46 0.35  0.52
C 3.15 -3.20 1.36  -1.46
N 2.40 -1.90 1.81  -0.36
C 1.26 -1.60 1.28  0.38
C 0.49 -2.18 0.47  0.41
C -0.62 -1.85 -0.12  -2.50
C -1.38 -0.95 0.57  1.61
C -2.78 -0.53 0.36  -0.94
C -3.47 0.20 1.04  -0.69
C -2.97 0.79 2.35  -0.77
C -1.61 0.59 2.62  -0.52
C -0.73 -0.33 1.89  0.80
C 0.34 -0.79 2.33  -0.52
N 4.08 -1.52 -0.50  -0.50
N 3.06 -0.89 -0.74  0.25
C 2.91 -0.27 -1.94  -0.72
C 1.80 0.59 -1.94  -0.83
C 1.12 1.05 -0.89  -0.69
C -0.38 1.51 -0.98  0.66
C -0.77 2.39 -0.12  0.54
C -1.98 2.95 0.11  -1.31
C -2.84 2.90 -0.86  -0.41
C -2.41 2.16 -2.16  -0.54
N -3.19 2.05 -3.39  0.87
O -2.77 1.30 -4.16  -0.52
O -4.48 2.50 -3.21  -0.57
C -1.18 1.37 -2.07  -0.78
H 2.75 -3.79 0.76  0.60
H 3.67 -3.46 2.01  0.71
H 2.94 -1.40 2.51  0.22
H 1.05 -3.01 -0.39  -0.04
H -1.01 -2.05 -0.86  1.41
H -3.17 -0.98 -0.53  0.39
H -4.38 0.60 0.99  0.61
H -3.45 1.71 2.84  0.32
H -1.01 1.03 3.73  0.00
H 1.00 -0.34 3.10  0.29
H 5.13 -1.29 -1.07  0.37
H 3.65 -0.09 -2.39  0.58
H 1.57 0.88 -2.74  1.01
H 1.28 0.63 0.12  0.19
H -0.18 2.58 1.04  0.15
H -2.34 3.62 0.80  0.57
H -3.65 3.52 -1.10  0.62
H -0.84 0.92 -2.80  1.29

***

No. 4
Density functional theory data (ωB97M-V/def2-TZVPD) for a molecular structure, C4H6O3Tl in a non-equilibrium geometry.

Its gap between HOMO and LUMO (spin up / spin down) is 0.29466 / 0.25778 Eh. The energy above the lowest of the compared OMol25 structures with the same formula, charge and spin comes out at 52.5 kcal per mole. As for the spin multiplicity: 2. As for the HOMO energy (spin up / spin down): -0.303 / -0.303 Eh. The calculation puts the molar mass at 306.47 g/mol. The LUMO energy (spin up / spin down) is -0.0083 / -0.0449 Eh.

Each line ends with the Löwdin spin population.
CARTESIAN COORDINATES (ANGSTROEM)
H 3.52 -2.29 1.13  0.06
C 3.55 -0.24 1.75  0.08
H 3.24 0.51 2.48  0.01
H 4.22 0.11 0.94  0.03
C 3.14 -1.49 1.80  0.75
O -1.32 0.20 1.16  0.01
C -1.51 0.21 -0.08  0.00
O -0.63 -0.03 -0.95  0.02
Tl 0.84 -0.33 0.75  0.04
O -2.77 0.49 -0.47  0.00
C -3.01 0.68 -1.86  0.00
H -2.36 1.46 -2.27  0.00
H -2.85 -0.26 -2.42  0.00
H -4.06 0.98 -1.96  0.00

***

No. 5
Density functional theory data (ωB97M-V/def2-TZVPD) for 2 unconnected molecules or ions with the total composition C11H15IN in a non-equilibrium geometry.

Its gap between HOMO and LUMO is 0.27605 Eh. The energy above the lowest of the compared OMol25 structures with the same formula, charge and spin comes out at 100.9 kcal per mole. As for the HOMO energy: -0.464 Eh. The calculation puts the molar mass at 288.15 g/mol. The LUMO energy is -0.1877 Eh. The charge is +1.

Each line ends with the Mulliken charge.
CARTESIAN COORDINATES (ANGSTROEM)
C 0.46 3.13 -1.47  -0.45
C 0.12 3.29 -0.13  -0.57
C 0.28 1.87 -2.10  -0.61
C -0.33 2.23 0.61  -0.63
C -0.23 0.78 -1.41  0.59
C -0.46 0.94 -0.02  0.88
C -0.31 -0.64 -2.05  -0.94
C -1.30 -1.45 -1.24  -0.62
C -0.65 -0.15 0.90  -0.87
C 2.77 -0.63 2.79  -0.87
C -1.79 -2.30 1.01  -0.78
N -0.89 -1.46 0.17  0.43
I 2.18 -2.44 1.80  0.08
H 0.89 4.00 -1.91  0.43
H 0.07 4.29 0.21  0.41
H 0.42 1.77 -3.15  0.46
H -0.76 2.32 1.60  0.49
H -0.61 -0.60 -3.05  0.52
H 0.69 -1.06 -1.90  0.31
H -2.29 -0.92 -1.20  0.44
H -1.46 -2.53 -1.63  0.33
H 1.95 0.02 3.17  0.30
H 3.25 -0.12 2.03  0.29
H 3.59 -0.90 3.48  0.35
H -2.77 -2.00 0.63  0.33
H -1.39 -3.29 0.64  0.37
H -1.49 -2.31 2.06  0.33
H 0.06 -1.85 0.19  0.01

***

No. 6
Density functional theory data (ωB97M-V/def2-TZVPD) for a single C4H5NO molecule.

Its gap between HOMO and LUMO is 0.41133 Eh. The energy above the lowest of the compared OMol25 structures with the same formula, charge and spin comes out at 56.1 kcal per mole. As for the HOMO energy: -0.375 Eh. The calculation puts the molar mass at 83.09 g/mol. The LUMO energy is 0.0361 Eh.

Each line ends with the Mulliken charge.
CARTESIAN COORDINATES (ANGSTROEM)
H -3.20 -0.56 0.05  0.23
N -2.19 -0.59 -0.01  -0.59
C -1.69 0.50 0.39  0.10
O -0.37 0.74 0.43  -0.30
C 0.43 -0.36 -0.01  -0.65
C 1.84 -0.02 0.20  -0.51
C 3.01 0.20 0.35  0.34
H -2.23 1.39 0.74  0.36
H 0.23 -0.56 -1.07  0.29
H 0.16 -1.26 0.55  0.31
H 4.05 0.39 0.50  0.41